{"formula": "C9H15OS", "method": "the ωB97M-V functional and the def2-TZVPD basis", "elements": ["C", "C", "C", "C", "C", "C", "C", "C", "C", "O", "S", "H", "H", "H", "H", "H", "H", "H", "H", "H", "H", "H", "H", "H", "H", "H"], "xyz": [[1.422, -0.638, 1.830], [-1.529, 3.001, -0.735], [-2.067, -1.271, 1.060], [1.678, -1.886, 0.971], [-0.388, 2.600, -0.241], [-1.619, -0.537, 0.076], [2.416, -1.919, -0.115], [0.618, 1.913, -1.143], [-0.493, -0.966, -0.961], [1.117, 0.320, 0.825], [0.992, 0.082, -0.725], [0.473, -0.808, 2.355], [2.270, -0.380, 2.498], [-2.470, 3.513, -0.348], [-1.655, 2.866, -1.840], [-2.741, -0.840, 1.765], [-1.694, -2.297, 1.284], [1.015, -2.825, 1.194], [-0.015, 2.761, 0.747], [-1.826, 0.619, 0.129], [3.116, -1.093, -0.306], [2.480, -2.792, -0.672], [0.196, 1.940, -2.258], [1.629, 2.264, -1.137], [-0.103, -1.918, -0.730], [-0.883, -0.904, -1.914]], "forces_ev_per_a": [[-0.15, -2.90, -1.14], [-2.61, 1.02, -2.12], [0.70, -1.64, 0.66], [-1.81, -2.46, 2.15], [1.65, -0.38, -0.05], [1.77, 2.79, -1.03], [1.78, 1.52, 1.36], [-2.23, -1.06, -1.84], [-1.39, 1.91, 3.80], [-0.18, 2.80, 0.51], [-0.80, 1.17, -1.62], [0.55, 0.27, 0.29], [-0.59, 0.39, -0.70], [1.91, -0.67, 0.31], [0.01, -0.13, 0.96], [-0.46, 0.10, 0.39], [-0.58, 0.72, -0.47], [1.31, 1.85, -0.23], [-0.30, 0.06, 0.72], [0.03, -2.61, -0.63], [-0.17, -0.69, -0.16], [0.10, -1.33, -1.24], [1.16, -0.43, 2.28], [0.51, 0.53, 0.14], [0.11, -1.17, -0.02], [-0.33, 0.36, -2.32]], "total_charge": 1, "de_lowest_kcal_mol": 29.98, "e_tot_ev": -22447.1202, "lumo_energy_ev": -3.144, "homo_lumo_gap_ev": 10.4}

{"formula": "C4H8OS2", "method": "the ωB97M-V functional and the def2-TZVPD basis", "elements": ["C", "S", "C", "S", "C", "C", "O", "H", "H", "H", "H", "H", "H", "H", "H"], "xyz": [[-2.461, -0.440, 0.252], [-1.134, -0.986, 1.341], [0.435, -0.901, 0.590], [1.646, -1.581, 1.440], [0.791, -0.068, -0.601], [1.082, 1.336, -0.062], [1.934, -0.611, -1.243], [-3.169, -1.245, 0.056], [-2.954, 0.439, 0.711], [-2.086, -0.107, -0.752], [0.010, -0.071, -1.374], [1.832, 1.360, 0.724], [1.379, 2.038, -0.889], [0.167, 1.662, 0.357], [2.531, -0.825, -0.551]], "forces_ev_per_a": [[0.29, 1.21, -1.33], [0.18, -0.31, 0.17], [-0.35, -0.25, 0.79], [-0.07, -0.29, 0.26], [0.93, -0.05, -0.80], [0.22, 0.54, -1.44], [-1.40, 0.66, -1.39], [0.06, 0.00, 0.29], [0.16, -0.63, -0.22], [-0.20, -0.29, 0.93], [0.08, 0.18, 0.35], [0.16, -0.32, -0.08], [-0.28, -0.78, 0.74], [-0.97, 0.83, 0.57], [1.18, -0.51, 1.17]], "de_lowest_kcal_mol": 18.89, "smiles": "CSC(=S)[C@@H](C)O", "e_tot_ev": -27994.8819, "lumo_energy_ev": -0.248, "homo_lumo_gap_ev": 8.7}

{"formula": "C9H16NO2", "method": "the ωB97M-V functional and the def2-TZVPD basis", "elements": ["C", "C", "C", "C", "C", "C", "C", "C", "C", "N", "O", "O", "H", "H", "H", "H", "H", "H", "H", "H", "H", "H", "H", "H", "H", "H", "H", "H"], "xyz": [[-1.523, 1.225, -0.778], [-2.786, 0.610, -0.030], [-2.661, -0.410, 0.739], [-0.100, -0.441, -0.023], [-4.178, 1.111, -0.216], [2.319, 1.411, 0.639], [1.655, -1.469, 1.275], [1.391, -1.954, -1.069], [2.408, 0.250, -0.358], [1.411, -0.863, -0.029], [-2.600, -1.289, 1.496], [-0.265, 0.647, -0.648], [-1.417, 2.289, -0.563], [-1.721, 1.156, -1.874], [-4.894, 0.529, 0.330], [-4.232, 2.208, 0.197], [-4.502, 1.153, -1.303], [2.837, 1.327, 1.508], [2.559, 2.292, 0.037], [1.322, 1.403, 0.982], [1.249, -2.508, 1.527], [2.729, -1.504, 1.643], [1.250, -0.896, 2.093], [2.457, -2.465, -1.207], [0.763, -2.644, -0.582], [0.943, -1.417, -1.929], [3.399, -0.310, -0.483], [2.185, 0.558, -1.374]], "forces_ev_per_a": [[-4.01, 0.42, -1.14], [2.04, 1.13, -1.69], [0.72, -1.95, 1.84], [-0.49, -0.19, 0.40], [-0.21, 3.28, -1.02], [-0.73, -0.52, -3.31], [1.29, -1.44, 3.46], [2.12, 0.69, -0.38], [1.23, -1.62, -0.04], [0.27, 0.62, -0.52], [-0.34, 0.10, -0.23], [2.59, -1.23, 0.70], [0.13, -0.14, 0.25], [0.00, 0.14, 0.68], [-0.27, -0.33, 0.26], [-0.13, -1.92, -0.79], [0.42, -0.13, 1.20], [2.29, -0.31, 2.15], [-0.11, 0.17, 0.72], [-1.37, 0.75, 0.13], [0.25, 1.37, -1.39], [-0.84, 0.06, -1.48], [-0.65, 0.71, -0.08], [-2.27, 1.54, 0.11], [-1.02, -1.21, -0.36], [0.56, -1.19, -0.10], [-1.13, 1.00, 0.63], [-0.34, 0.21, 0.00]], "total_charge": 1, "de_lowest_kcal_mol": 140.21, "e_tot_ev": -15165.7658, "lumo_energy_ev": -3.909, "homo_lumo_gap_ev": 8.0}

{"formula": "C26H32N3", "method": "the ωB97M-V functional and the def2-TZVPD basis", "elements": ["C", "C", "C", "C", "C", "C", "C", "C", "C", "C", "C", "N", "C", "C", "C", "C", "C", "C", "N", "C", "C", "C", "C", "C", "C", "C", "N", "C", "C", "H", "H", "H", "H", "H", "H", "H", "H", "H", "H", "H", "H", "H", "H", "H", "H", "H", "H", "H", "H", "H", "H", "H", "H", "H", "H", "H", "H", "H", "H", "H", "H"], "xyz": [[5.632, 1.454, -0.151], [4.569, 1.376, 0.947], [3.111, 1.418, 0.514], [2.257, 0.366, 0.135], [2.664, -1.045, 0.146], [0.958, 0.901, -0.288], [-0.548, 0.244, 0.402], [-0.672, -1.279, 0.372], [-0.968, -1.960, -0.817], [-1.037, -3.353, -0.861], [-0.770, -4.092, 0.317], [-0.875, -5.496, 0.318], [0.315, -6.343, 0.189], [-2.105, -6.172, -0.097], [-0.414, -3.409, 1.507], [-0.349, -2.022, 1.517], [-1.739, 0.982, -0.076], [-2.849, 0.554, -0.832], [-3.583, 1.636, -1.165], [-4.739, 1.531, -2.056], [-3.051, 2.786, -0.570], [-3.530, 4.088, -0.642], [-2.869, 5.042, 0.135], [-1.784, 4.663, 0.941], [-1.314, 3.349, 0.984], [-1.921, 2.389, 0.178], [1.203, 2.298, -0.240], [2.409, 2.611, 0.275], [2.821, 4.028, 0.364], [6.623, 1.417, 0.306], [5.560, 0.622, -0.852], [5.562, 2.380, -0.722], [4.754, 0.478, 1.544], [4.767, 2.203, 1.629], [1.819, -1.718, -0.024], [3.440, -1.270, -0.599], [3.104, -1.343, 1.111], [0.518, 0.555, -1.300], [-0.301, 0.581, 1.456], [-1.170, -1.409, -1.748], [-1.314, -3.882, -1.783], [1.200, -5.719, 0.354], [0.266, -7.150, 0.939], [0.338, -6.787, -0.824], [-2.972, -5.503, -0.046], [-2.009, -6.578, -1.116], [-2.286, -7.030, 0.563], [-0.266, -3.989, 2.412], [-0.091, -1.512, 2.439], [-3.122, -0.443, -1.193], [-5.162, 2.538, -2.224], [-4.411, 1.077, -3.016], [-5.522, 0.882, -1.609], [-4.409, 4.293, -1.244], [-3.252, 6.062, 0.158], [-1.300, 5.414, 1.542], [-0.462, 3.073, 1.607], [0.485, 2.977, -0.287], [3.789, 4.163, 0.868], [2.900, 4.392, -0.678], [2.102, 4.678, 0.886]], "forces_ev_per_a": [[-0.14, -0.10, -0.20], [-0.25, -0.22, 0.33], [0.19, -1.01, -0.46], [1.05, 0.80, 0.50], [0.00, -1.20, 0.18], [-1.61, -1.77, -1.97], [0.93, 0.57, 2.59], [1.14, 0.50, -0.47], [-0.27, 0.01, -0.34], [0.04, 0.01, 0.81], [-0.04, 0.20, -0.35], [-0.26, -0.52, 0.41], [-0.54, 0.48, 0.17], [0.41, 0.22, -0.13], [-0.32, -0.15, -0.92], [-0.28, -0.07, -0.19], [-0.31, -0.27, -0.32], [1.91, 0.34, 0.44], [-0.65, 0.36, -0.05], [-0.20, 0.00, -0.06], [-0.47, -0.84, -0.46], [0.29, 0.18, 0.53], [-0.53, -0.46, -0.34], [0.11, -0.38, -0.07], [0.27, 0.59, -0.01], [-0.77, -0.14, -0.67], [0.71, 0.34, 0.86], [-1.67, -0.48, -0.80], [0.42, 0.61, -0.05], [-0.10, 0.02, -0.05], [-0.04, -0.01, -0.02], [-0.03, 0.02, 0.00], [-0.16, -0.03, -0.08], [-0.23, 0.07, 0.11], [0.19, 0.13, -0.11], [-0.21, 0.23, 0.03], [-0.12, 0.29, -0.18], [1.67, 0.67, 0.99], [-0.69, -0.64, -0.85], [0.19, -0.16, 0.51], [0.20, 0.27, 0.45], [-0.07, -0.33, -0.04], [0.22, 0.18, -0.31], [0.23, 0.07, 0.29], [0.27, -0.10, 0.01], [-0.15, 0.12, 0.00], [-0.01, 0.19, -0.04], [0.11, 0.06, -0.12], [-0.02, 0.05, -0.06], [0.17, 0.61, 0.24], [0.23, -0.66, -0.03], [-0.31, 0.44, 0.50], [0.48, 0.46, -0.21], [0.14, 0.30, 0.14], [0.27, -0.22, -0.03], [0.04, 0.10, 0.18], [-0.30, 0.21, 0.07], [-0.87, 0.67, -0.36], [-0.32, -0.21, -0.30], [0.09, 0.02, 0.50], [0.00, -0.41, -0.21]], "total_charge": 1, "de_lowest_kcal_mol": 23.37, "smiles": "CCC1=C(C)[C@@H]([C@H](c2ccc(N(C)C)cc2)c2cn(C)c3ccccc23)[NH+]=C1C", "e_tot_ev": -31944.8619, "lumo_energy_ev": -3.831, "homo_lumo_gap_ev": 6.4}